Entry 1:
Entry from the OMol25 dataset: a 8-piece molecular cluster, C61H130F9N5O8 overall in a non-equilibrium geometry (wB97M-V/def2-TZVPD).

Each line ends with the Mulliken charge.
Cartesian coordinates (Å):
C -5.246 6.862 -11.783  -1.255
C -4.391 6.890 -10.537  -0.742
C -4.663 7.912 -9.463  -0.457
C -5.949 7.625 -8.721  -1.056
N -6.059 8.426 -7.382  0.509
C -7.486 8.104 -6.836  -0.567
C -7.353 6.927 -5.920  -0.671
C -6.015 7.169 -5.258  -0.578
C -5.119 7.815 -6.322  -0.786
C -6.014 9.988 -7.596  -0.871
C -5.683 10.679 -6.316  0.189
C -5.896 12.180 -6.479  -1.622
H -6.297 6.935 -11.503  0.316
H -5.111 5.959 -12.378  0.356
H -5.045 7.643 -12.516  0.343
H -3.399 7.097 -10.939  0.361
H -4.379 5.913 -10.054  0.416
H -4.614 8.819 -10.066  0.279
H -3.795 7.959 -8.806  0.573
H -6.056 6.568 -8.479  0.470
H -6.801 8.030 -9.267  0.388
H -7.840 8.878 -6.156  0.395
H -8.289 7.901 -7.545  0.257
H -8.200 6.878 -5.236  0.412
H -7.330 5.959 -6.420  0.306
H -6.222 7.827 -4.414  0.279
H -5.644 6.258 -4.789  0.406
H -4.309 8.431 -5.931  0.461
H -4.612 6.990 -6.822  0.353
H -6.908 10.346 -8.106  0.361
H -5.322 10.200 -8.411  0.483
H -4.651 10.506 -6.011  0.231
H -6.329 10.260 -5.545  0.279
H -6.839 12.600 -6.827  0.403
H -5.196 12.670 -7.156  0.381
H -5.784 12.596 -5.478  0.390
C -11.317 6.323 -16.326  -1.156
C -12.029 5.485 -15.255  -0.794
C -13.505 5.855 -14.902  -0.228
C -13.575 7.103 -14.050  -0.729
N -15.003 7.707 -13.815  0.188
C -15.722 7.819 -15.212  -0.913
C -16.787 8.930 -15.109  -0.608
C -16.392 9.791 -13.954  -0.637
C -14.973 9.244 -13.565  -0.725
C -15.884 6.928 -12.715  -0.472
C -15.565 7.268 -11.250  -0.441
C -16.124 6.320 -10.115  -1.421
H -11.873 6.449 -17.255  0.292
H -10.306 5.978 -16.543  0.371
H -11.185 7.271 -15.804  0.301
H -11.373 5.445 -14.385  0.391
H -12.063 4.445 -15.579  0.396
H -13.807 5.072 -14.206  0.236
H -14.060 5.815 -15.839  0.338
H -13.111 7.866 -14.675  0.329
H -13.035 6.976 -13.112  0.368
H -16.026 6.835 -15.571  0.448
H -15.028 8.106 -16.003  0.433
H -17.792 8.527 -14.983  0.312
H -16.892 9.569 -15.986  0.414
H -17.149 9.746 -13.172  0.298
H -16.317 10.761 -14.446  0.345
H -14.585 9.259 -12.546  0.586
H -14.209 9.662 -14.219  0.473
H -15.723 5.872 -12.933  0.366
H -16.946 7.160 -12.795  0.462
H -15.881 8.253 -10.909  0.321
H -14.483 7.345 -11.137  0.354
H -15.794 5.289 -10.249  0.360
H -17.196 6.125 -10.152  0.361
H -15.932 6.590 -9.076  0.379
C 1.916 -0.711 -13.181  -1.144
C 0.558 -0.141 -13.576  -0.770
C -0.644 -1.127 -13.444  -0.218
C -0.695 -2.173 -14.518  -1.090
N -1.897 -3.109 -14.428  0.247
C -3.143 -2.392 -14.886  -0.415
C -3.180 -2.657 -16.409  -0.655
C -2.085 -3.739 -16.716  -0.652
C -1.815 -4.334 -15.307  -0.544
C -2.193 -3.645 -12.936  -1.261
C -1.055 -4.407 -12.214  -0.270
C -1.248 -4.398 -10.731  -1.418
H 2.658 0.072 -13.339  0.403
H 2.219 -1.558 -13.797  0.306
H 1.875 -0.986 -12.127  0.288
H 0.605 0.103 -14.638  0.341
H 0.272 0.774 -13.059  0.389
H -1.542 -0.519 -13.555  0.386
H -0.687 -1.555 -12.442  0.267
H 0.201 -2.790 -14.599  0.467
H -0.638 -1.810 -15.545  0.482
H -4.064 -2.622 -14.351  0.446
H -2.941 -1.332 -14.733  0.178
H -4.156 -3.099 -16.611  0.348
H -3.021 -1.739 -16.974  0.337
H -2.676 -4.384 -17.366  0.354
H -1.202 -3.311 -17.191  0.341
H -2.540 -5.128 -15.125  0.400
H -0.787 -4.691 -15.250  0.418
H -3.120 -4.177 -13.151  0.635
H -2.516 -2.686 -12.531  0.601
H -0.097 -3.909 -12.359  0.202
H -0.965 -5.392 -12.672  0.492
H -2.248 -4.329 -10.304  0.367
H -0.706 -3.612 -10.205  0.364
H -0.901 -5.357 -10.344  0.377
C -13.942 -3.153 -14.411  -1.310
C -14.040 -3.986 -15.686  -0.496
N -13.644 -3.403 -17.056  0.140
C -13.574 -4.648 -18.058  -0.945
C -14.722 -2.345 -17.566  -0.253
C -16.155 -2.797 -17.365  -1.310
C -12.219 -2.821 -16.903  -0.504
C -11.495 -2.438 -18.124  -0.869
O -12.228 -1.500 -18.910  -0.286
C -11.617 -1.101 -20.090  -0.828
H -12.910 -3.048 -14.075  0.397
H -14.537 -3.575 -13.601  0.341
H -14.216 -2.119 -14.624  0.324
H -15.028 -4.441 -15.625  0.530
H -13.299 -4.786 -15.688  0.468
H -14.560 -5.114 -18.065  0.430
H -12.906 -5.427 -17.693  0.383
H -13.136 -4.262 -18.979  0.337
H -14.605 -2.159 -18.634  0.303
H -14.574 -1.395 -17.054  0.434
H -16.286 -3.676 -17.997  0.352
H -16.812 -2.059 -17.825  0.429
H -16.446 -2.948 -16.326  0.317
H -11.700 -3.721 -16.571  0.324
H -12.235 -2.129 -16.061  0.520
H -11.401 -3.212 -18.886  0.442
H -10.543 -2.028 -17.789  0.397
H -10.588 -0.743 -20.052  0.340
H -12.238 -0.266 -20.412  0.254
H -11.634 -1.870 -20.862  0.338
C -10.642 -9.261 -8.609  -1.123
C -9.487 -8.524 -7.799  -0.592
N -9.172 -7.026 -8.219  0.101
C -8.022 -6.482 -7.393  -1.124
C -8.682 -7.008 -9.728  -0.512
C -7.567 -8.027 -10.149  -1.150
C -10.379 -6.054 -8.087  -0.852
C -10.741 -5.659 -6.594  -0.666
O -11.028 -6.731 -5.841  -0.337
C -12.280 -7.291 -5.974  -0.711
H -10.373 -9.538 -9.629  0.309
H -11.444 -8.524 -8.663  0.264
H -10.973 -10.222 -8.217  0.384
H -8.639 -9.170 -8.025  0.513
H -9.652 -8.504 -6.722  0.612
H -7.080 -7.026 -7.461  0.377
H -8.309 -6.641 -6.354  0.470
H -7.840 -5.423 -7.574  0.431
H -8.362 -6.041 -10.115  0.507
H -9.588 -7.221 -10.295  0.408
H -7.849 -9.059 -9.939  0.261
H -6.668 -7.866 -9.553  0.326
H -7.208 -7.999 -11.177  0.403
H -11.222 -6.412 -8.677  0.486
H -10.034 -5.163 -8.612  0.502
H -11.571 -4.956 -6.527  0.435
H -9.952 -5.108 -6.082  0.387
H -12.647 -7.228 -6.999  0.328
H -13.011 -6.836 -5.306  0.312
H -12.236 -8.338 -5.674  0.251
C -6.981 0.956 -9.440  0.029
O -6.459 0.975 -8.140  -0.200
O -6.950 -0.343 -9.900  -0.968
C -8.459 1.598 -9.438  0.817
F -9.285 1.158 -10.376  -0.291
F -9.142 1.410 -8.341  -0.269
F -8.376 2.942 -9.676  -0.308
C -5.002 0.918 -7.935  -0.207
C -4.815 1.102 -6.440  -1.147
H -5.488 1.771 -5.904  0.296
H -5.035 0.078 -6.137  0.291
H -3.800 1.465 -6.278  0.334
H -4.566 1.800 -8.404  0.280
H -4.611 -0.045 -8.263  0.248
H -6.261 1.599 -9.945  0.098
C -13.176 2.506 -1.145  -0.180
O -11.698 2.307 -1.258  -0.300
O -13.487 2.715 0.164  -0.879
C -13.534 3.707 -2.114  0.762
F -14.838 3.971 -2.107  -0.276
F -12.910 4.855 -1.906  -0.269
F -13.256 3.227 -3.367  -0.308
C -11.266 1.054 -1.705  -0.155
C -9.710 1.051 -1.779  -1.199
H -9.218 1.264 -0.830  0.307
H -9.375 0.167 -2.323  0.361
H -9.414 1.870 -2.434  0.284
H -11.650 0.982 -2.723  0.256
H -11.660 0.224 -1.119  0.314
H -13.726 1.646 -1.527  0.282
C 0.931 9.829 -7.442  0.022
O 0.756 8.373 -7.479  -0.207
O 1.810 10.136 -6.370  -0.853
C 1.153 10.426 -8.912  0.740
F 0.215 9.970 -9.833  -0.291
F 0.971 11.710 -9.025  -0.271
F 2.307 9.995 -9.461  -0.257
C 1.532 7.457 -8.177  -0.175
C 1.073 6.106 -7.579  -1.202
H 1.674 5.293 -7.985  0.422
H 1.118 6.080 -6.490  0.280
H 0.146 5.740 -8.020  0.250
H 2.593 7.585 -7.966  0.281
H 1.437 7.534 -9.260  0.247
H -0.067 10.140 -7.135  0.016

Results
Charge: +2

Entry 2:
Entry from the OMol25 dataset: a 20-piece molecular cluster, C61H132Cl6O22 overall in a non-equilibrium geometry (wB97M-V/def2-TZVPD).

Each line ends with the Mulliken charge.
Cartesian coordinates (Å):
C -6.556 27.447 -4.358  -0.567
C -6.809 26.484 -5.477  -0.471
C -6.196 25.165 -4.964  -0.732
O -5.461 25.358 -3.802  -0.330
C -6.022 26.573 -3.218  0.092
H -7.421 28.067 -4.122  0.338
H -5.781 28.135 -4.695  0.275
H -6.381 26.929 -6.376  0.250
H -7.871 26.321 -5.660  0.259
H -5.598 24.533 -5.620  0.399
H -6.988 24.454 -4.728  0.295
H -5.359 27.208 -2.631  0.167
H -6.888 26.349 -2.596  0.020
C -2.898 31.650 10.833  -0.393
C -1.592 31.609 10.024  -0.629
C -2.074 31.668 8.614  0.729
O -3.090 32.667 8.698  -0.386
C -3.760 32.606 9.952  -0.454
H -2.691 32.000 11.845  0.386
H -3.435 30.704 10.899  -0.024
H -0.938 30.754 10.200  0.364
H -0.985 32.503 10.165  0.417
H -2.473 30.704 8.297  -0.318
H -1.208 31.908 7.998  -0.008
H -4.781 32.235 9.860  0.181
H -3.760 33.626 10.336  0.314
C -0.673 35.041 1.386  -0.766
C -1.538 33.914 0.850  -0.157
C -2.527 33.503 1.921  0.854
O -2.554 34.711 2.668  -0.371
C -1.314 35.302 2.727  -0.418
H -0.715 35.948 0.783  0.328
H 0.360 34.721 1.523  0.227
H -0.997 33.047 0.470  0.407
H -2.089 34.294 -0.011  -0.013
H -2.250 32.673 2.570  -0.679
H -3.462 33.266 1.414  -0.043
H -0.750 34.879 3.559  0.231
H -1.437 36.361 2.953  0.348
C -5.510 28.035 4.355  1.180
C -4.320 28.067 5.292  1.973
C -3.249 28.549 4.323  0.044
O -3.536 27.953 3.078  0.280
C -4.795 27.260 3.187  0.840
H -5.815 29.008 3.972  -0.895
H -6.310 27.482 4.848  0.077
H -4.197 27.089 5.757  -0.543
H -4.548 28.825 6.042  -1.058
H -2.342 28.234 4.840  -0.027
H -3.263 29.628 4.170  -0.563
H -4.610 26.256 3.570  -0.556
H -5.444 27.327 2.314  -1.031
C -4.741 33.368 5.092  -0.841
C -5.639 32.935 3.899  0.943
C -6.560 31.888 4.593  0.024
O -5.696 31.217 5.536  0.032
C -4.885 32.228 6.107  0.731
H -5.231 34.206 5.588  0.430
H -3.705 33.570 4.819  0.003
H -5.121 32.430 3.083  -0.327
H -6.235 33.765 3.521  -0.426
H -7.124 31.231 3.930  -0.339
H -7.374 32.369 5.134  0.118
H -3.904 31.874 6.423  -0.483
H -5.414 32.527 7.012  0.047
C -7.500 28.427 -0.091  0.609
C -7.975 27.237 0.716  0.259
C -8.733 27.829 1.949  -0.054
O -8.071 29.082 2.223  -0.017
C -7.418 29.507 0.982  -0.514
H -8.165 28.675 -0.918  0.387
H -6.494 28.241 -0.469  -0.917
H -7.119 26.610 0.968  -0.726
H -8.639 26.569 0.168  0.740
H -8.852 27.175 2.813  -0.392
H -9.775 28.054 1.722  0.311
H -6.413 29.657 1.377  0.090
H -7.736 30.500 0.664  0.311
C -4.333 24.125 -0.829  -0.027
C -5.228 23.013 -1.231  -0.667
C -6.493 23.495 -0.473  -0.483
O -5.957 23.814 0.800  -0.359
C -4.582 24.282 0.691  0.652
H -4.708 25.026 -1.315  -0.304
H -3.280 23.999 -1.079  0.452
H -4.876 22.027 -0.930  0.330
H -5.352 22.971 -2.313  0.298
H -7.210 22.673 -0.467  0.341
H -6.989 24.299 -1.016  0.109
H -3.953 23.580 1.238  -0.106
H -4.474 25.277 1.123  -0.383
C 2.136 28.946 7.435  0.372
C 2.119 28.098 8.668  -0.263
C 3.257 28.740 9.509  -0.446
O 4.018 29.565 8.597  -0.440
C 3.568 29.414 7.298  -0.650
H 1.567 29.855 7.631  -0.102
H 1.859 28.486 6.487  0.009
H 2.376 27.046 8.541  0.266
H 1.128 27.994 9.110  0.031
H 3.873 27.912 9.859  0.240
H 2.900 29.330 10.354  0.303
H 4.042 28.541 6.849  0.343
H 3.810 30.301 6.713  0.318
C 0.469 31.505 3.457  -0.357
C 0.405 30.227 2.680  -0.063
C 0.351 29.143 3.768  0.246
O -0.037 29.867 4.925  -0.107
C -0.400 31.202 4.674  0.606
H 0.094 32.307 2.822  -0.183
H 1.465 31.693 3.856  0.483
H 1.102 30.116 1.849  0.548
H -0.534 30.146 2.132  -0.348
H 1.287 28.635 4.002  0.437
H -0.385 28.368 3.558  -0.615
H -0.089 31.774 5.548  0.162
H -1.463 31.282 4.449  -0.599
C -4.547 32.046 -2.205  -0.587
C -5.474 31.822 -1.042  1.409
C -6.579 32.821 -1.176  0.051
O -5.883 33.959 -1.704  -0.460
C -4.714 33.581 -2.466  -0.484
H -4.807 31.437 -3.071  0.268
H -3.562 31.830 -1.793  0.233
H -4.947 31.961 -0.098  -0.474
H -5.809 30.785 -1.031  -0.463
H -7.080 33.070 -0.240  -0.168
H -7.357 32.456 -1.846  0.300
H -3.826 34.109 -2.120  0.229
H -4.782 33.734 -3.544  0.301
C -10.206 33.812 3.381  -0.586
C -9.114 34.825 3.692  -0.230
C -8.504 35.004 2.270  -0.651
O -8.505 33.654 1.796  -0.139
C -9.719 33.036 2.145  0.449
H -11.149 34.328 3.202  0.302
H -10.419 33.055 4.136  0.256
H -8.411 34.428 4.423  -0.080
H -9.413 35.800 4.077  0.437
H -7.484 35.387 2.278  0.284
H -9.051 35.625 1.561  0.334
H -9.461 32.004 2.380  -0.631
H -10.403 33.084 1.297  0.344
C -7.106 28.807 9.409  -0.314
C -7.283 27.676 10.443  -0.566
C -5.881 27.081 10.545  -0.499
O -5.302 27.330 9.246  0.058
C -6.171 28.178 8.441  1.057
H -6.619 29.651 9.897  0.194
H -8.088 29.015 8.984  0.407
H -7.898 26.889 10.005  -0.092
H -7.569 28.076 11.416  0.508
H -6.062 26.074 10.920  0.110
H -5.441 27.651 11.364  0.332
H -6.689 27.603 7.674  -0.476
H -5.548 28.971 8.029  -0.829
C -4.877 23.494 7.222  -0.446
C -5.340 23.830 5.804  0.707
O -6.576 24.573 5.704  1.150
O -5.549 22.449 7.908  -0.694
H -5.021 24.421 7.776  -0.199
H -3.824 23.245 7.356  0.734
H -5.473 22.876 5.294  0.400
H -4.571 24.348 5.230  -0.527
H -6.676 24.744 4.765  -0.818
H -4.986 22.165 8.632  0.361
C -1.949 28.064 8.511  1.461
C -1.284 26.785 7.981  -0.498
O -2.301 25.950 7.452  -0.166
O -2.707 27.776 9.620  -0.490
H -2.605 28.475 7.743  -0.927
H -1.222 28.787 8.881  0.061
H -0.726 26.158 8.675  0.388
H -0.434 26.987 7.329  0.251
H -2.280 25.059 7.811  -0.068
H -3.518 27.355 9.324  0.050
C -10.267 25.146 8.309  -0.693
C -9.063 24.673 7.528  0.693
O -7.974 24.117 8.257  -0.630
O -11.146 24.083 8.582  -0.555
H -10.778 25.863 7.667  0.228
H -9.999 25.760 9.169  0.288
H -8.665 25.553 7.022  -0.390
H -9.399 24.021 6.722  0.181
H -7.281 23.899 7.629  0.226
H -10.778 23.577 9.310  0.342
C -3.486 23.556 11.218  -0.913
C -2.806 24.431 10.156  0.775
O -2.126 23.716 9.139  -0.514
O -4.498 22.707 10.630  -0.524
H -3.776 24.193 12.054  0.333
H -2.729 22.899 11.647  0.445
H -2.137 25.195 10.553  0.396
H -3.588 24.975 9.626  -0.618
H -1.529 23.116 9.592  0.316
H -5.309 23.215 10.700  0.329
C -8.653 22.951 3.649  -0.449
C -8.581 24.426 3.154  -0.451
O -7.195 24.705 3.048  0.031
O -8.098 22.055 2.738  -0.567
H -9.698 22.691 3.822  0.419
H -8.029 22.876 4.539  -0.088
H -9.097 25.017 3.911  0.268
H -9.186 24.596 2.264  0.412
H -6.923 24.220 2.265  0.032
H -7.327 21.578 3.057  0.322
C -1.707 24.929 3.924  0.924
Cl -2.087 23.278 3.461  -0.192
Cl -1.001 25.925 2.608  -0.156
H -2.650 25.429 4.146  -1.054
H -1.085 24.867 4.818  0.374
C -9.033 29.442 5.492  0.765
Cl -10.290 30.155 4.440  -0.183
Cl -9.365 27.675 5.597  -0.173
H -8.074 29.557 4.988  -0.986
H -8.964 30.009 6.421  0.451
C -2.308 28.134 -0.079  0.411
Cl -1.093 29.374 -0.503  -0.193
Cl -3.952 28.643 -0.507  -0.112
H -2.110 27.160 -0.526  0.392
H -2.204 28.020 1.000  -0.661

| no. | E_HOMO (eV) | HOMO-LUMO gap (eV) |
| --- | --- | --- |
| 1 | -6.041 | 1.773 |
| 2 | -9.423 | 9.735 |